Here is a 2-piece molecular cluster, C24H31N5O3 overall in a non-equilibrium geometry from the OMol25 dataset. Energies are from ωB97M-V with the def2-TZVPD basis set.

```
! RIJCOSX wB97M-V def2-TZVPD def2/J DEFGRID3
* xyz 0 1
C 0.467 -4.185 3.605
N 1.594 -3.342 4.006
C 1.564 -2.094 4.486
O 2.624 -1.528 4.727
C 0.223 -1.356 4.698
C -0.020 -0.324 3.586
C 0.007 -0.922 2.194
C -1.167 -1.464 1.634
C -1.127 -2.081 0.369
C 0.095 -2.162 -0.334
O 0.149 -2.777 -1.544
C 1.267 -1.614 0.225
C 1.221 -0.989 1.484
N 0.167 -0.671 5.996
C -0.067 -1.222 7.185
C -0.353 -2.708 7.281
O -0.074 -0.538 8.195
H 0.836 -5.160 3.284
H -0.219 -4.331 4.440
H -0.065 -3.728 2.769
H 2.523 -3.717 3.887
H -0.590 -2.076 4.649
H -0.990 0.148 3.748
H 0.742 0.454 3.651
H -2.098 -1.416 2.182
H -2.024 -2.503 -0.056
H -0.719 -2.956 -1.905
H 2.199 -1.688 -0.313
H 2.127 -0.584 1.918
H 0.398 0.310 6.016
H 0.514 -3.267 6.935
H -1.228 -2.950 6.683
H -0.550 -2.959 8.323
C 1.858 -0.157 -5.813
N 1.666 -0.942 -4.582
C 2.053 -0.303 -3.312
C 1.192 0.903 -3.028
C -0.139 0.743 -2.623
C -0.951 1.857 -2.388
C -0.444 3.152 -2.562
C -1.334 4.353 -2.364
N -2.178 4.549 -3.550
C -3.424 3.964 -3.737
C -3.847 4.359 -4.967
C -2.795 5.201 -5.492
N -1.814 5.305 -4.627
C 0.888 3.314 -2.964
C 1.701 2.199 -3.190
H 1.255 0.756 -5.792
H 1.554 -0.746 -6.683
H 2.911 0.119 -5.931
H 2.106 -1.858 -4.667
H 3.109 -0.014 -3.347
H 1.942 -1.025 -2.500
H -0.543 -0.257 -2.508
H -1.984 1.709 -2.090
H -1.961 4.216 -1.478
H -0.731 5.251 -2.198
H -3.947 3.314 -3.042
H -4.775 4.101 -5.465
H -2.814 5.682 -6.465
H 1.292 4.310 -3.122
H 2.727 2.342 -3.514
*
```

Computed properties:
Orbital gap ... 9.077 eV
SMILES string ... CNC(=O)[C@H](Cc1ccc(O)cc1)NC(C)=O.CNCc1ccc(Cn2cccn2)cc1
E_HOMO ... -0.3196 Eh
Energy ... -38984.1668 eV
Relative energy (zero: lowest compared OMol25 entry of this formula, charge and spin) ... 49.3 kcal/mol
F_max ... 2.1 eV/A

Results of the Löwdin charge analysis, in e, for atoms 1 through 5:
1. C -0.052
2. N 0.042
3. C -0.478
4. O 0.052
5. C -0.215

Here is a 2-piece molecular cluster, C23H18Br2N overall in a non-equilibrium geometry from the OMol25 dataset. Energies are from ωB97M-V with the def2-TZVPD basis set.

```
! RIJCOSX wB97M-V def2-TZVPD def2/J DEFGRID3
* xyz 1 1
Br -6.606 1.561 1.615
C -4.947 0.684 1.771
C -4.886 -0.716 1.888
C -3.662 -1.343 2.108
C -2.457 -0.589 2.184
C -1.184 -1.196 2.416
C -0.010 -0.607 1.988
C 1.228 -1.233 2.076
C 2.465 -0.547 1.907
C 3.685 -1.273 1.836
C 4.906 -0.618 1.772
C 4.941 0.786 1.769
Br 6.598 1.686 1.693
C 3.755 1.532 1.788
C 2.528 0.879 1.859
C -2.552 0.822 2.035
C -3.775 1.452 1.835
H -5.802 -1.292 1.828
H -3.609 -2.431 2.199
H -1.133 -2.165 2.934
H -0.045 0.373 1.510
H 1.255 -2.316 2.243
H 3.640 -2.364 1.851
H 5.832 -1.182 1.738
H 3.795 2.616 1.763
H 1.601 1.449 1.916
H -1.640 1.419 2.104
H -3.825 2.529 1.748
C 1.231 -7.636 7.633
C 1.045 -6.389 8.246
C -0.018 -5.570 7.859
C -0.884 -5.993 6.848
C -1.968 -5.080 6.367
N -1.582 -4.273 5.245
C -1.300 -3.558 4.360
C -0.762 -7.271 6.300
C 0.302 -8.090 6.687
H 2.078 -8.264 7.916
H 1.724 -6.058 9.033
H -0.181 -4.594 8.328
H -2.838 -5.670 6.064
H -2.264 -4.404 7.175
H -1.498 -7.611 5.565
H 0.402 -9.088 6.257
*
```

Computed properties:
Orbital gap ... 6.128 eV
E_HOMO ... -0.4262 Eh
Energy ... -165709.5954 eV
F_max ... 2.2 eV/A

Results of the Löwdin charge analysis, in e, for atoms 1 through 5:
1. Br 0.814
2. C -0.662
3. C -0.093
4. C 0.010
5. C -0.198

Here is C26H29BrMnN3O3S2 as an isolated structure from the OMol25 dataset. Energies are from ωB97M-V with the def2-TZVPD basis set.

```
! RIJCOSX wB97M-V def2-TZVPD def2/J DEFGRID3
* xyz 0 5
Mn 0.150 -0.003 -0.447
C -1.253 1.202 2.012
N -1.394 1.225 0.533
C -1.111 2.614 0.062
C -0.859 2.654 -1.431
N 0.385 1.936 -1.753
C 0.457 1.594 -3.185
C 1.556 2.692 -1.333
C 1.942 3.822 -2.047
C 3.057 4.554 -1.683
C 3.803 4.150 -0.583
C 3.424 3.034 0.137
C 2.293 2.291 -0.217
S 1.875 0.915 0.803
C -2.761 0.829 0.155
C -3.852 1.353 0.844
C -5.145 1.002 0.498
C -5.350 0.121 -0.557
C -4.272 -0.389 -1.251
C -2.956 -0.044 -0.914
S -1.623 -0.716 -1.827
H -1.820 2.016 2.469
H -0.203 1.325 2.263
H -1.614 0.250 2.390
H -0.225 2.957 0.599
H -1.949 3.262 0.333
H -0.812 3.697 -1.766
H -1.674 2.165 -1.968
H 0.293 2.472 -3.819
H -0.304 0.852 -3.408
H 1.437 1.168 -3.393
H 1.363 4.128 -2.910
H 3.346 5.425 -2.256
H 4.687 4.702 -0.290
H 4.008 2.713 0.990
H -3.696 2.045 1.660
H -5.982 1.414 1.045
H -6.355 -0.164 -0.843
H -4.428 -1.069 -2.079
Br 5.474 -5.113 2.076
C 4.560 -3.934 0.908
C 5.191 -3.493 -0.244
C 4.517 -2.626 -1.087
C 3.224 -2.205 -0.790
C 2.608 -2.666 0.365
C 3.274 -3.529 1.223
C 2.559 -1.246 -1.740
O 3.167 -0.797 -2.689
O 1.294 -0.976 -1.526
H 6.195 -3.822 -0.474
H 4.986 -2.254 -1.987
H 1.599 -2.361 0.601
H 2.799 -3.883 2.128
C -3.343 -3.607 1.994
N -2.080 -2.896 2.061
C -1.422 -2.783 3.350
C -1.580 -2.293 0.985
O -0.547 -1.617 0.998
H -3.220 -4.631 2.348
H -3.691 -3.629 0.963
H -4.099 -3.109 2.605
H -1.575 -3.706 3.907
H -1.831 -1.953 3.931
H -0.359 -2.618 3.199
H -2.137 -2.446 0.055
*
```

Computed properties:
Expectation value of S² ... 6.10
Orbital gap (spin up / spin down) ... 6.679 / 8.059 eV
E_HOMO (spin up / spin down) ... -0.2812 / -0.2853 Eh
Energy ... -161081.8552 eV
Relative energy (zero: lowest compared OMol25 entry of this formula, charge and spin) ... 0.0 kcal/mol
F_max ... 0.5 eV/A

Results of the Löwdin charge analysis, in e, for atoms 1 through 5:
1. Mn 0.564
2. C -0.081
3. N -0.216
4. C -0.143
5. C -0.159

Here is a 5-piece molecular cluster, C15H30FN3O4 overall in a non-equilibrium geometry from the OMol25 dataset. Energies are from ωB97M-V with the def2-TZVPD basis set.

```
! RIJCOSX wB97M-V def2-TZVPD def2/J DEFGRID3
* xyz 2 1
C 2.348 1.482 0.956
C 0.972 2.170 0.740
O 0.482 2.811 1.711
N 0.198 2.135 -0.567
H 0.918 2.602 -1.191
H 0.009 0.956 -0.845
C -1.013 2.952 -0.601
H 2.907 1.433 1.862
H 3.001 2.002 0.526
H 2.326 0.405 0.609
H -0.497 3.895 -0.704
H -1.614 3.011 0.305
H -1.538 2.443 -1.556
C -1.604 -3.362 -0.223
C -0.643 -2.862 0.861
O -1.014 -2.895 1.955
N 0.718 -2.559 0.422
H 1.094 -3.289 -0.359
H 0.516 -1.851 -0.297
C 1.683 -2.389 1.634
H -1.516 -4.292 -0.727
H -1.284 -2.673 -1.077
H -2.578 -3.165 0.085
H 1.899 -3.331 2.216
H 1.370 -1.736 2.218
H 2.552 -2.031 1.054
C 0.593 0.027 -4.540
C 1.947 -0.452 -3.921
O 2.534 -1.224 -4.626
N 2.387 0.125 -2.638
H 2.081 1.154 -2.470
H 1.930 -0.330 -1.812
C 3.858 -0.160 -2.316
H 0.700 0.959 -4.787
H -0.103 -0.193 -3.742
H 0.396 -0.747 -5.315
H 4.200 -1.296 -2.498
H 4.158 0.172 -1.171
H 4.362 0.418 -2.990
O 0.325 -0.495 -0.886
H -0.446 -0.406 -1.461
F -0.651 0.153 2.902
C -1.953 0.432 2.943
C -2.457 0.863 4.188
C -3.826 1.286 4.266
C -4.590 1.228 3.136
C -4.051 0.806 1.891
C -2.664 0.497 1.754
H -1.849 0.845 5.102
H -4.163 1.794 5.045
H -5.662 1.559 3.252
H -4.588 0.981 1.043
H -2.175 0.137 0.620
*
```

Computed properties:
Orbital gap ... 6.955 eV
E_HOMO ... -0.4995 Eh
Energy ... -31395.9493 eV
Relative energy (zero: lowest compared OMol25 entry of this formula, charge and spin) ... 3.2 kcal/mol
F_max ... 9.7 eV/A

Results of the Löwdin charge analysis, in e, for atoms 1 through 5:
1. C 0.038
2. C -0.284
3. O 0.123
4. N -0.036
5. H 0.174

Here is a 2-piece molecular cluster, C6H12O overall from the OMol25 dataset. Energies are from ωB97M-V with the def2-TZVPD basis set.

```
! RIJCOSX wB97M-V def2-TZVPD def2/J DEFGRID3
* xyz 0 1
O 0.747 -0.561 -1.186
C -0.647 -0.731 -1.188
C -1.339 -0.437 0.121
C -2.770 0.012 0.044
C -1.704 0.981 0.468
H 0.992 0.292 -0.797
H -1.110 -0.116 -1.977
H -0.803 -1.781 -1.455
H -1.068 -1.087 0.952
H -3.192 0.132 -0.951
H -3.477 -0.347 0.785
H -1.423 1.769 -0.227
H -1.678 1.278 1.513
C 3.071 0.742 0.307
C 2.762 -0.544 0.435
H 3.694 1.094 -0.512
H 2.708 1.490 1.008
H 2.107 -0.905 1.224
H 3.090 -1.289 -0.285
*
```

Computed properties:
Orbital gap ... 10.797 eV
SMILES string ... OCC1CC1.C=C
E_HOMO ... -0.3573 Eh
Energy ... -8461.9557 eV
Relative energy (zero: lowest compared OMol25 entry of this formula, charge and spin) ... 55.3 kcal/mol
F_max ... 0.5 eV/A

Results of the Löwdin charge analysis, in e, for atoms 1 through 5:
1. O -0.094
2. C -0.248
3. C -0.289
4. C -0.129
5. C -0.125

Here is a 2-piece molecular cluster, CH4FNS overall in a non-equilibrium geometry from the OMol25 dataset. Energies are from ωB97M-V with the def2-TZVPD basis set.

```
! RIJCOSX wB97M-V def2-TZVPD def2/J DEFGRID3
* xyz 0 1
C 0.146 0.720 0.761
N 0.419 -0.517 0.688
S 0.789 -1.124 -0.872
H -0.091 1.121 1.746
H 0.130 1.414 -0.085
H 0.986 -2.385 -0.467
F -0.770 0.404 -1.081
H -1.610 0.367 -0.690
*
```

Computed properties:
Orbital gap ... 9.142 eV
SMILES string ... C=NS.F
E_HOMO ... -0.3145 Eh
Energy ... -16141.4464 eV
Relative energy (zero: lowest compared OMol25 entry of this formula, charge and spin) ... 73.8 kcal/mol
F_max ... 6.0 eV/A

Results of the Löwdin charge analysis, in e, for atoms 1 through 5:
1. C -0.216
2. N -0.387
3. S 0.763
4. H 0.071
5. H 0.071

Question: energy of number 5 (C6H12O)?
Answer: -8461.9557 eV

Question: energy of number 3 (C26H29BrMnN3O3S2)?
Answer: -161081.8552 eV